Entry 1:
# C16H19NO3

The molecule C16H19NO3 (ωB97M-V/def2-TZVPD, the OMol25 dataset).

Results
- Spin multiplicity: 1
- M: 273.3 g/mol
- Energy relative to the best compared isomer or geometry (same formula, charge and spin): 0.459 eV
- HOMO energy: -8.4 eV
- Max |F|: 0.79 eV Å⁻¹
- HOMO-LUMO gap: 0.33525 Eh
- SMILES: COc1ccc(N2C(=O)CC3(CCCC3)CC2=O)cc1
- Total charge: 0
- E: -24533.8638 eV

Atoms and positions in Å:
1 C -0.293 0.867 -1.183
2 O 1.554 -1.884 0.110
3 H -3.303 -0.494 -3.138
4 H -1.546 -2.710 -2.099
5 C -0.483 -1.421 -4.310
6 H 0.532 0.887 -3.128
7 H -0.647 -0.635 4.080
8 H 1.131 2.469 6.608
9 H 0.162 -0.805 -4.935
10 C 0.454 0.359 1.046
11 O -0.791 1.880 -0.757
12 C 0.580 1.073 3.726
13 C -0.209 -0.406 1.996
14 H 1.753 -1.217 -2.666
15 C -0.354 0.472 -2.638
16 C -1.687 -1.640 -2.261
17 O 0.575 1.334 5.060
18 H 0.901 -2.687 -2.207
19 C 1.176 1.472 1.433
20 H -1.228 0.957 -3.072
21 H -2.270 -2.016 -5.398
22 C -0.142 -0.054 3.325
23 C 1.279 2.459 5.529
24 H -0.176 -2.461 -4.429
25 H 1.687 2.066 0.691
26 H 2.350 2.382 5.313
27 H -3.454 -2.225 -3.386
28 C -1.964 -1.264 -4.672
29 H -1.975 -1.190 -1.311
30 C 0.972 -1.208 -0.703
31 C 1.239 1.834 2.767
32 C -2.741 -1.404 -3.348
33 N 0.384 -0.005 -0.342
34 H -0.768 -1.278 1.691
35 C -0.390 -1.043 -2.826
36 H 0.886 3.386 5.101
37 H -2.145 -0.287 -5.118
38 C 0.861 -1.597 -2.157
39 H 1.806 2.710 3.042

Mulliken atomic charge list, values in e, 8 entries: C 0.724; O -0.583; H 0.293; H 0.506; C -1.524; H 0.463; H 0.405; H 0.241

Entry 2:
# C16H20F16O6S

A cluster of 3 separate species, C16H20F16O6S in total at a distorted geometry (ωB97M-V/def2-TZVPD, the OMol25 dataset).

Results
- Spin multiplicity: 1
- M: 644.4 g/mol
- HOMO energy: -10.3 eV
- Max |F|: 1.18 eV Å⁻¹
- HOMO-LUMO gap: 0.39356 Eh
- SMILES: FC(F)C(F)(F)COC(F)(F)C(F)F.FC(F)C(F)(F)COC(F)(F)C(F)F.COC[C@H]1CCS(=O)(=O)OC1
- Total charge: 0
- E: -83515.3416 eV

Atoms and positions in Å:
1 H 0.319 2.420 0.190
2 H 1.945 3.783 0.964
3 O -0.317 1.784 2.039
4 F 1.483 -1.857 -5.361
5 O 5.549 2.212 3.595
6 C -0.519 3.126 2.433
7 O -2.982 -1.588 1.891
8 F 1.982 -1.329 -0.814
9 H 0.167 -2.604 -2.039
10 H 3.245 2.971 0.088
11 H -1.403 3.155 3.069
12 F -4.912 -0.414 1.959
13 C 3.689 3.335 2.138
14 S 4.693 1.930 2.491
15 H 0.324 3.498 3.025
16 C -5.339 -2.809 -0.439
17 H -2.114 -1.835 0.136
18 C 0.507 1.615 0.908
19 C -3.132 -1.719 0.488
20 F -6.094 -2.462 0.622
21 H -3.509 -0.800 0.038
22 H -5.454 -2.060 -1.227
23 O 3.635 0.843 2.939
24 F 3.271 -1.049 -6.301
25 F -3.226 -3.275 -1.220
26 H 0.241 0.689 0.400
27 F 0.960 0.278 -6.905
28 H 2.393 1.272 -5.919
29 C -3.934 -0.998 2.681
30 H -3.712 -2.285 4.405
31 F -5.035 -3.056 3.128
32 C 1.646 0.492 -5.760
33 C 2.675 -1.474 -3.021
34 F -0.601 -0.929 -1.256
35 H -0.704 3.776 1.574
36 F -3.707 -3.995 0.792
37 C 2.679 2.983 1.019
38 H 1.775 0.081 2.675
39 F -3.317 -0.023 3.388
40 H 2.488 0.904 0.517
41 C -3.865 -2.954 -0.052
42 F 1.541 0.392 -2.089
43 F 0.778 0.895 -4.810
44 C 0.173 -1.524 -2.206
45 H 4.350 4.120 1.786
46 O 5.288 1.502 1.264
47 C 2.027 1.603 1.213
48 O 3.001 -0.694 -4.155
49 F -5.478 -1.339 4.416
50 C 2.242 1.063 2.610
51 H 1.770 1.672 3.379
52 C -4.503 -1.971 3.722
53 F -0.366 -1.254 -3.407
54 F -5.778 -4.002 -0.902
55 C 2.338 -0.815 -5.351
56 H 3.586 -1.449 -2.425
57 C 1.587 -0.958 -2.068
58 H 2.506 -2.518 -3.287
59 H 3.148 3.643 3.031

Mulliken atomic charge list, values in e, 8 entries: H 0.555; H 0.444; O -0.318; F -0.286; O -0.651; C -0.768; O -0.423; F -0.324

Entry 3:
# C16H20F2N2O4

A cluster of 3 separate species, C16H20F2N2O4 in total (ωB97M-V/def2-TZVPD, the OMol25 dataset).

Results
- Spin multiplicity: 1
- M: 342.3 g/mol
- Energy relative to the best compared isomer or geometry (same formula, charge and spin): 2.223 eV
- HOMO energy: -9.3 eV
- Max |F|: 0.70 eV Å⁻¹
- HOMO-LUMO gap: 0.36606 Eh
- SMILES: NC[C@H](O)COC(=O)ON.Fc1ccccc1.Fc1ccccc1
- Total charge: 0
- E: -33519.7362 eV

Atoms and positions in Å:
1 H 0.183 1.146 -1.862
2 H -1.107 0.792 -3.967
3 H -0.840 -3.443 -3.385
4 F 1.071 -0.737 -0.358
5 C -0.765 -0.058 -3.391
6 H -3.737 -2.928 -1.089
7 N 3.728 0.709 1.208
8 H -1.613 -1.510 -4.723
9 O 2.784 3.218 2.087
10 H 2.841 0.540 0.747
11 C 4.329 1.967 0.793
12 C 0.115 -2.241 -1.899
13 C 3.392 3.172 0.808
14 H -5.083 -1.601 0.534
15 H -1.325 -4.407 2.103
16 C 2.331 3.112 -0.310
17 H 5.147 2.190 1.479
18 H 2.488 4.116 2.263
19 C -0.612 -2.435 -3.065
20 C 0.378 -0.947 -1.505
21 C -2.151 -3.788 1.782
22 N -1.178 1.602 1.132
23 C -0.046 0.151 -2.223
24 O -1.071 2.859 0.452
25 C -2.483 -3.725 0.444
26 C -2.900 -3.042 2.681
27 C -4.263 -2.214 0.884
28 C -3.954 -2.256 2.237
29 O 0.364 4.521 0.927
30 F -1.751 -4.437 -0.441
31 H -2.654 -3.074 3.735
32 C -1.048 -1.350 -3.814
33 H 3.987 4.079 0.646
34 H 2.132 4.093 -0.739
35 C 0.168 3.406 0.549
36 H 0.461 -3.072 -1.300
37 H 2.676 2.459 -1.113
38 C -3.524 -2.952 -0.029
39 H 3.556 0.728 2.205
40 H -4.532 -1.676 2.943
41 H 4.756 1.856 -0.207
42 H -0.727 1.704 2.039
43 H -0.628 0.939 0.591
44 O 1.103 2.534 0.150

Mulliken atomic charge list, values in e, 8 entries: H 0.317; H 0.399; H 0.402; F -0.294; C -0.495; H 0.434; N -0.593; H 0.396

Entry 4:
# C16H20FN2O3P

The molecule C16H20FN2O3P (ωB97M-V/def2-TZVPD, the OMol25 dataset).

Results
- Spin multiplicity: 1
- M: 338.3 g/mol
- HOMO energy: -8.4 eV
- Max |F|: 0.99 eV Å⁻¹
- HOMO-LUMO gap: 0.33558 Eh
- SMILES: CCOP(=O)(OCC)[C@@H](Nc1ccccn1)c1ccc(F)cc1
- Total charge: 0
- E: -38048.3482 eV

Atoms and positions in Å:
1 F 5.721 -1.262 0.110
2 C -4.469 -2.344 0.142
3 H 4.055 -2.297 -1.577
4 C -3.547 -2.027 1.120
5 H -2.411 -1.819 -2.487
6 H -0.401 -0.922 -1.570
7 H -5.474 -2.636 0.402
8 O -1.695 1.367 -0.118
9 H -3.590 1.131 0.523
10 H 0.470 4.731 -2.044
11 H 2.004 0.317 2.068
12 H -2.360 0.938 1.793
13 C -2.803 2.993 1.309
14 H -1.855 3.365 1.688
15 H -0.535 3.409 -2.668
16 H 1.598 -2.051 -1.460
17 O 0.549 1.485 -1.166
18 O 0.319 2.088 1.349
19 C -2.767 -1.892 -1.471
20 H -0.233 -0.958 1.353
21 H 1.614 3.119 -0.514
22 C 3.827 -0.391 1.213
23 H 4.469 0.059 1.953
24 H -3.807 -2.060 2.170
25 H -4.748 -2.506 -1.985
26 N -0.594 -1.273 -0.641
27 C -4.059 -2.272 -1.186
28 C 0.019 3.772 -1.805
29 C 1.096 2.776 -1.415
30 C -1.907 -1.588 -0.404
31 H -3.562 3.093 2.081
32 P -0.134 1.219 0.258
33 C 2.454 -0.255 1.272
34 H -3.096 3.582 0.443
35 C 3.594 -1.725 -0.788
36 H 1.820 2.634 -2.222
37 C 0.158 -0.616 0.389
38 N -2.302 -1.655 0.866
39 C 2.219 -1.575 -0.718
40 C 1.639 -0.838 0.306
41 C -2.653 1.532 0.923
42 H -0.671 3.897 -0.974
43 C 4.379 -1.125 0.178

Mulliken atomic charge list, values in e, 8 entries: F -0.332; C -0.511; H 0.445; C -0.441; H 0.383; H 0.375; H 0.407; O -0.261

Entry 5:
# C16H20N2

The molecule C16H20N2 (ωB97M-V/def2-TZVPD, the OMol25 dataset).

Results
- Spin multiplicity: 1
- M: 240.4 g/mol
- Energy relative to the best compared isomer or geometry (same formula, charge and spin): 0.667 eV
- HOMO energy: -8.8 eV
- Max |F|: 0.55 eV Å⁻¹
- HOMO-LUMO gap: 0.35480 Eh
- SMILES: CCCCN[C@H](c1ccccc1)c1ccncc1
- Total charge: 0
- E: -19896.6885 eV

Atoms and positions in Å:
1 C 4.232 -0.932 -1.111
2 C 2.853 -0.853 -1.198
3 N -0.038 -1.241 0.733
4 H 4.619 0.075 2.085
5 H -5.225 -1.826 -1.124
6 C -1.400 -1.637 0.446
7 C 4.872 -0.599 0.070
8 H 0.044 -0.888 1.679
9 C -2.461 -0.532 0.553
10 H -2.377 -0.061 1.537
11 H 0.406 1.463 -2.243
12 C 2.096 -0.442 -0.109
13 C -0.045 1.765 1.078
14 H 5.948 -0.660 0.140
15 N -0.351 3.858 -0.027
16 C 4.126 -0.187 1.160
17 C 2.748 -0.106 1.070
18 H -0.120 3.889 -2.052
19 H -0.049 1.227 2.014
20 H -3.574 -2.417 -1.277
21 C -3.886 -1.058 0.382
22 H 4.806 -1.255 -1.967
23 C -4.178 -1.548 -1.031
24 C 0.584 -0.346 -0.222
25 C 0.200 1.906 -1.280
26 H -4.583 -0.253 0.627
27 H -1.650 -2.440 1.147
28 H 0.296 -0.705 -1.217
29 C -0.091 3.255 -1.175
30 H -3.967 -0.763 -1.756
31 C -0.326 3.122 1.070
32 C 0.222 1.126 -0.127
33 H -0.543 3.648 1.990
34 H -2.269 0.237 -0.198
35 H 2.360 -1.118 -2.123
36 H -4.058 -1.871 1.092
37 H -1.405 -2.059 -0.563
38 H 2.182 0.225 1.927

Mulliken atomic charge list, values in e, 8 entries: C -0.669; C -0.314; N -0.330; H 0.382; H 0.380; C -0.918; C -0.425; H 0.396